[1]
Here is one molecule with the formula C8H8ClNO5 in a non-equilibrium geometry from OMol25. Energies are from ωB97M-V/def2-TZVPD.

Structure (ORCA input):
```
! RIJCOSX wB97M-V def2-TZVPD def2/J DEFGRID3
* xyz 0 1
C 2.06 1.08 0.17
C 1.66 -1.29 0.85
C 2.39 -0.17 0.78
C 1.02 1.37 -0.49
C -1.88 0.23 -0.14
C 0.26 -1.39 0.33
C -0.63 -0.14 0.60
C -2.13 -0.43 -1.43
N 0.17 2.09 -1.19
O -0.48 3.04 -0.70
O -2.53 1.09 0.44
O 0.06 1.86 -2.39
O -0.41 -2.53 0.97
O -0.46 0.42 1.77
Cl 3.95 -0.16 1.49
H 2.74 2.00 0.34
H 2.14 -2.29 1.07
H 0.29 -1.65 -0.77
H -3.16 -0.05 -1.90
H -2.39 -1.44 -1.25
H -1.32 -0.49 -2.23
H -0.52 -2.44 1.88
H -0.85 1.30 1.79
*
```

## Properties
LUMO (spin up / spin down): -0.060 / -0.075 Eh
HOMO level (spin up / spin down): -9.173 / -8.778 eV
F_max: 4.6 eV/A
Relative energy (zero: lowest compared OMol25 entry of this formula, charge and spin): 114.3 kJ/mol
Gap between HOMO and LUMO (spin up / spin down): 0.278 / 0.248 Ha

[2]
Here is C8H8EuO5 as an isolated structure in a non-equilibrium geometry from OMol25. Energies are from ωB97M-V/def2-TZVPD.

Structure (ORCA input):
```
! RIJCOSX wB97M-V def2-TZVPD def2/J DEFGRID3
* xyz 3 7
O -2.60 1.31 1.47
C -1.98 1.24 0.53
Eu -0.56 1.20 -1.03
O -1.04 5.10 -1.86
C -0.98 3.97 -1.66
C -2.20 -0.23 -1.93
O -2.98 -0.95 -2.35
C 0.33 0.75 -2.88
O 0.98 0.56 -3.79
C 1.80 -1.05 1.46
C 0.39 -1.06 1.98
C -0.35 -1.54 0.78
O 0.34 -0.89 -0.35
C 1.61 -0.35 0.15
H 2.54 -0.55 2.11
H 2.13 -2.09 1.29
H 0.09 -0.03 2.25
H 0.22 -1.71 2.86
H -0.20 -2.61 0.57
H -1.44 -1.30 0.73
H 1.48 0.76 0.29
H 2.41 -0.54 -0.62
*
```

## Properties
LUMO (spin up / spin down): -0.594 / -0.556 Eh
HOMO level (spin up / spin down): -22.905 / -22.931 eV
F_max: 10.4 eV/A
Expectation value of S²: 12.021
Gap between HOMO and LUMO (spin up / spin down): 0.248 / 0.286 Ha

[3]
Here is one molecule with the formula C8H8F3NO2 in a non-equilibrium geometry from OMol25. Energies are from ωB97M-V/def2-TZVPD.

Structure (ORCA input):
```
! RIJCOSX wB97M-V def2-TZVPD def2/J DEFGRID3
* xyz 0 1
F 2.32 0.33 0.98
C 1.75 -0.38 0.03
F 2.13 -1.62 0.27
F 2.35 0.03 -1.09
C 0.15 -0.25 -0.06
C -0.26 1.17 -0.05
C -1.20 1.74 0.76
C -1.11 3.15 0.41
C -0.11 3.26 -0.44
O 0.49 2.13 -0.79
N -0.25 -1.08 -1.24
C -0.45 -2.43 -0.74
C -0.59 -2.28 0.76
O -0.50 -0.80 1.05
H -1.68 1.19 1.58
H -1.41 3.93 1.06
H 0.34 4.06 -1.06
H 0.39 -0.85 -2.00
H 0.31 -3.14 -0.91
H -1.33 -2.95 -1.19
H -1.66 -2.54 1.26
H 0.32 -2.68 1.39
*
```

## Properties
LUMO: 0.034 Eh
HOMO level: -8.929 eV
F_max: 3.7 eV/A
SMILES: FC(F)(F)[C@@]1(c2ccco2)NCCO1
Relative energy (zero: lowest compared OMol25 entry of this formula, charge and spin): 0.0 kJ/mol
Gap between HOMO and LUMO: 0.362 Ha